No. 1
{
  "formula": "C23H48N5O5S2",
  "method": "wB97M-V/def2-TZVPD",
  "fmax_ha_per_bohr": 0.024,
  "energy_ev": -63979.333,
  "charge": 1,
  "elements": ["H", "H", "N", "H", "H", "H", "H", "C", "H", "H", "H", "H", "O", "C", "S", "H", "H", "H", "C", "H", "H", "C", "C", "C", "H", "C", "C", "C", "O", "H", "H", "H", "N", "H", "H", "H", "C", "N", "C", "H", "H", "H", "C", "H", "O", "H", "H", "H", "H", "C", "H", "C", "H", "N", "C", "H", "H", "C", "H", "C", "H", "O", "C", "H", "H", "H", "C", "H", "C", "H", "N", "H", "H", "O", "H", "H", "C", "H", "H", "C", "C", "H", "S"],
  "positions_angstrom": [[-2.4347, -1.1241, 2.2716], [-3.9426, -2.0537, -5.7149], [-3.6507, 1.1611, -3.5707], [-1.2482, -0.2673, 1.3035], [-0.8817, -1.5857, 3.9937], [-1.8824, 3.3048, -0.4872], [-0.1327, 0.5752, -1.3776], [-5.2231, 2.4158, -0.6884], [-1.3451, 1.2478, 3.6543], [-2.7366, 1.2124, -4.0068], [-3.0116, 0.7347, 3.4650], [7.6702, 0.9649, 5.7134], [0.3181, 1.1324, -0.7347], [-3.9356, -0.9598, -5.7130], [2.5429, -3.1739, 3.6496], [1.1962, -1.5186, 1.8561], [3.3062, -0.3670, -1.1393], [-1.4879, 1.9684, 1.1733], [-3.6709, 1.8355, 1.2166], [-3.7808, 0.8072, 0.8619], [1.4488, 1.1119, -3.1922], [-1.1846, -2.4497, -5.1701], [1.7177, 1.1093, -1.0501], [0.3529, -2.0555, 2.2738], [-4.1541, 3.8054, 0.4983], [-1.8768, -1.2422, -4.5702], [-4.8949, -0.4858, -4.6288], [-3.7721, 1.3489, -2.2918], [5.7708, 0.4086, 5.3001], [6.8792, 0.2553, 2.8491], [-5.9610, 2.0453, 0.0146], [-0.2729, -2.3956, 1.4508], [3.9668, -3.1428, 0.0772], [-1.1202, -0.5706, -4.1636], [-2.5100, 0.9405, -0.8601], [0.2398, -3.4749, 3.9185], [7.4180, 0.8601, 3.5852], [2.9265, -3.3917, 0.9729], [-1.6035, -0.4211, 2.3260], [8.4798, 0.8368, 3.3369], [-5.0110, 4.4298, -2.0562], [1.5760, 2.7222, -2.4813], [-0.4744, -1.0724, 3.1252], [-4.8154, -1.0817, -3.7212], [4.6697, -2.6491, 2.1228], [2.0431, -0.7254, 0.0440], [7.0618, 1.8864, 3.4951], [0.1882, -0.2869, 3.4837], [-5.9151, -0.5716, -4.9889], [-2.0800, 0.9125, 2.9289], [-1.8495, -3.3009, -5.2785], [7.6491, -1.1056, 5.1359], [3.0242, 1.7213, -2.6658], [-2.6049, 1.6406, -1.5917], [0.8460, -3.2859, 3.0401], [5.9379, -2.4185, 0.4627], [8.7163, -1.1826, 4.9236], [-2.3140, 2.0053, 1.8842], [-4.4290, 1.9948, 1.9812], [-3.9544, 2.8209, 0.0814], [-0.7137, -2.1983, -6.1135], [-4.7263, 0.9249, -4.3647], [2.2350, -0.3136, -0.9456], [-2.4954, -1.5559, -3.7247], [-3.0973, 3.6633, -1.6905], [0.8079, -4.1535, 2.3893], [4.9626, -2.7215, 0.7895], [-4.2969, -0.6393, -6.6834], [3.3984, -3.0825, 2.1466], [2.1950, 1.7360, -0.2961], [-4.9308, 1.2683, -1.6316], [-5.7330, 1.1277, -2.2402], [5.3219, -0.1689, 4.6728], [-2.6191, -0.4928, -5.5232], [-0.3918, -2.7616, -4.4918], [7.1089, -1.7637, 4.4487], [-2.8050, 2.9489, -0.9240], [-2.2617, 2.9709, 2.3868], [1.7275, -0.9584, -1.6694], [7.1627, 0.3280, 4.9883], [1.9613, 1.7034, -2.4269], [7.4670, -1.4723, 6.1459], [-6.0610, 3.7556, -1.5697]],
  "forces_ev_per_a": [[-0.08, -0.10, -0.15], [-0.14, -0.09, -0.06], [0.37, -0.13, -0.07], [0.07, 0.13, -0.10], [-0.08, 0.03, 0.17], [0.20, -0.18, 0.07], [0.07, 0.01, -0.10], [0.46, -0.19, 0.20], [0.07, 0.13, 0.10], [-0.01, -0.19, -0.20], [-0.04, 0.12, 0.26], [-0.09, 0.02, 0.07], [-0.16, 0.22, 0.19], [-0.07, -0.44, 0.16], [0.32, 0.27, 0.65], [0.06, -0.03, -0.27], [-0.01, -0.02, -0.03], [0.05, 0.03, -0.13], [0.18, 0.22, -0.10], [-0.06, -0.13, -0.01], [0.06, -0.06, 0.00], [0.13, -0.03, 0.34], [0.05, -0.28, -0.21], [-0.47, 0.12, 0.62], [0.03, 0.11, 0.11], [0.43, -0.26, 0.02], [0.12, -0.31, -0.46], [-0.27, -0.30, 0.64], [0.12, 0.07, 0.01], [0.04, -0.05, 0.01], [-0.15, -0.04, 0.04], [0.05, -0.12, -0.18], [0.83, 0.35, 0.60], [0.03, 0.19, -0.08], [0.22, -0.10, 0.02], [0.00, -0.10, 0.20], [-0.03, 0.12, 0.03], [0.52, 0.31, 0.44], [0.02, 0.06, 0.15], [0.00, -0.02, 0.00], [0.16, -0.15, 0.04], [0.03, 0.01, 0.02], [0.28, -0.06, -0.32], [0.13, 0.24, 0.30], [0.12, -0.02, -0.30], [0.03, 0.02, 0.00], [0.02, 0.00, 0.02], [0.05, 0.05, 0.22], [-0.13, 0.03, -0.02], [-0.07, -0.32, -0.27], [-0.12, -0.05, -0.24], [0.02, 0.00, 0.15], [0.01, -0.02, -0.01], [0.29, 0.32, -0.27], [0.20, 0.04, -0.82], [0.14, -0.01, 0.01], [-0.01, -0.03, -0.02], [0.11, -0.17, 0.40], [-0.21, -0.18, 0.04], [0.04, 0.10, -0.29], [-0.06, 0.03, -0.20], [-0.35, 0.13, 0.22], [0.05, 0.03, 0.09], [-0.20, 0.04, 0.04], [0.21, 0.11, -0.18], [-0.03, -0.19, 0.06], [-0.93, -0.30, -0.41], [0.20, 0.27, -0.16], [-1.01, -0.43, -0.61], [-0.08, 0.01, 0.07], [-0.38, 0.70, -0.43], [0.06, -0.12, -0.05], [-0.12, 0.00, 0.06], [-0.18, 0.33, 0.12], [0.05, -0.09, 0.07], [0.04, 0.04, -0.08], [-0.57, 0.08, 0.13], [-0.09, 0.21, -0.12], [0.05, 0.01, -0.06], [-0.03, -0.23, -0.28], [-0.12, 0.12, 0.03], [0.03, 0.04, 0.02], [-0.43, 0.06, 0.06]],
  "lowdin_charge": [0.114, 0.133, 0.129, 0.093, 0.112, 0.126, 0.059, -0.574, 0.109, 0.178, 0.113, 0.138, -0.081, -0.175, 1.004, 0.072, 0.082, 0.092, -0.169, 0.118, 0.074, -0.054, -0.479, -0.253, 0.145, -0.282, -0.118, -0.329, -0.054, 0.071, 0.110, 0.112, 0.057, 0.111, 0.124, 0.073, -0.063, 0.052, -0.208, 0.080, -0.126, 0.079, -0.199, 0.125, 0.025, 0.052, 0.079, 0.112, 0.138, -0.190, 0.076, -0.060, 0.086, 0.092, -0.460, 0.130, 0.081, -0.198, 0.129, -0.312, 0.089, -0.040, -0.055, 0.114, 0.108, 0.072, -0.167, 0.136, -0.713, 0.142, 0.129, 0.132, 0.076, -0.151, 0.083, 0.073, -0.120, 0.124, 0.086, -0.498, -0.054, 0.081, 0.846]
}

No. 2
{
  "formula": "C5H10N",
  "method": "wB97M-V/def2-TZVPD",
  "fmax_ha_per_bohr": 0.078,
  "energy_ev": -6825.954,
  "charge": 1,
  "e_above_lowest_kj_mol": 409.9,
  "elements": ["C", "H", "H", "C", "C", "H", "H", "H", "C", "H", "H", "N", "H", "C", "H", "H"],
  "positions_angstrom": [[0.0973, 2.4196, 0.6081], [-2.1034, -2.4121, -1.5579], [0.4610, 3.3210, 1.2114], [0.3828, 1.1095, 1.0985], [-1.0650, -2.2005, -1.6333], [-0.5194, -3.1241, -2.0067], [0.5534, 2.5022, -0.3746], [1.0200, -1.9321, 0.0778], [0.6556, -1.0272, 0.4402], [-0.1538, -1.1543, 1.1593], [-0.9532, -0.2563, -0.9159], [-0.4208, -1.1759, -1.2801], [-1.0688, 2.6085, 0.6626], [1.3032, 0.1527, 0.6691], [2.0959, 0.5437, 0.0237], [-0.2847, 0.6254, 1.8178]],
  "forces_ev_per_a": [[-1.40, 2.64, 0.62], [-1.22, 0.69, -0.24], [-0.13, -1.33, -0.43], [-0.11, -2.35, 1.19], [1.19, -1.72, -0.37], [-0.14, 1.24, 0.64], [-0.33, 0.42, -0.23], [1.23, -0.92, -0.37], [0.22, -1.31, 2.36], [-0.28, -0.35, -0.52], [0.47, -2.96, -1.53], [-1.56, 3.50, 1.21], [2.28, -0.52, -0.51], [0.02, 2.89, -2.02], [0.16, -0.61, 0.26], [-0.41, 0.68, -0.09]],
  "lowdin_charge": [-0.052, 0.082, 0.140, -0.082, -0.012, 0.121, 0.095, 0.081, 0.022, 0.114, 0.152, 0.008, 0.153, -0.090, 0.138, 0.128]
}

No. 3
{
  "formula": "CH6O2",
  "method": "wB97M-V/def2-TZVPD",
  "fmax_ha_per_bohr": 0.017,
  "smiles": "CO.O",
  "energy_ev": -5228.888,
  "e_above_lowest_kj_mol": 0.3,
  "elements": ["H", "H", "O", "H", "H", "H", "C", "O", "H"],
  "positions_angstrom": [[-1.3352, -0.1900, -0.2316], [-0.0972, -2.1945, -0.3804], [0.4710, 1.4792, 1.6231], [-0.6958, -1.6753, -1.9705], [1.2693, 1.9237, 1.3710], [0.9432, -1.2899, -1.4791], [-0.0784, -1.3874, -1.1162], [-0.4478, -0.1345, -0.5725], [0.2634, 0.9133, 0.8534]],
  "forces_ev_per_a": [[-0.52, -0.03, 0.14], [-0.06, 0.07, 0.09], [-0.63, -0.59, -0.19], [-0.12, 0.10, 0.05], [0.61, 0.41, -0.11], [0.00, 0.04, 0.06], [0.32, -0.32, -0.24], [0.30, 0.13, -0.10], [0.10, 0.20, 0.32]],
  "lowdin_charge": [0.084, 0.081, -0.070, 0.078, 0.015, 0.082, -0.142, -0.125, -0.004]
}

No. 4
{
  "formula": "C2H4N4O",
  "method": "wB97M-V/def2-TZVPD",
  "fmax_ha_per_bohr": 0.009,
  "smiles": "[H]/N=C(\\O)N1N=C1N",
  "energy_ev": -10144.103,
  "e_above_lowest_kj_mol": 292.5,
  "elements": ["O", "N", "H", "H", "C", "H", "N", "C", "H", "N", "N"],
  "positions_angstrom": [[-2.2548, 0.6037, -0.2967], [-1.3137, -1.2016, 0.8107], [-1.9680, 1.1525, -1.0424], [1.9706, 1.5431, 0.5091], [1.1656, -0.1471, -0.2800], [-2.2642, -1.2794, 1.1683], [2.0951, 0.5534, 0.3754], [-1.2432, -0.2420, 0.0000], [3.0276, 0.1743, 0.4377], [-0.1032, 0.0591, -0.8197], [0.8883, -1.2160, -0.8624]],
  "forces_ev_per_a": [[0.11, 0.09, -0.08], [-0.06, 0.33, -0.18], [-0.02, -0.08, 0.06], [-0.06, -0.13, -0.03], [0.00, -0.38, -0.21], [0.10, 0.04, 0.09], [-0.10, -0.06, 0.12], [0.08, -0.31, 0.24], [-0.16, 0.05, 0.00], [-0.19, 0.11, -0.07], [0.30, 0.33, 0.06]],
  "lowdin_charge": [0.066, 0.157, 0.105, 0.110, -0.535, 0.062, 0.187, -0.555, 0.114, 0.060, 0.229]
}

No. 5
{
  "formula": "C4H11N2",
  "method": "wB97M-V/def2-TZVPD",
  "fmax_ha_per_bohr": 0.091,
  "energy_ev": -7296.497,
  "charge": 1,
  "e_above_lowest_kj_mol": 429.5,
  "elements": ["H", "H", "H", "H", "N", "C", "H", "C", "H", "H", "C", "H", "N", "C", "H", "H", "H"],
  "positions_angstrom": [[2.3383, 2.0127, 0.4152], [0.1739, -2.4484, -0.5618], [0.8195, -2.1800, 1.0361], [-2.3506, 0.8740, -1.1904], [0.7477, 0.7035, 0.0922], [-2.4527, 0.7304, -0.1056], [2.7309, 0.2970, 0.6388], [2.1693, 1.0086, 0.0358], [-2.1672, -1.2748, -0.2006], [2.5261, 0.9552, -0.9943], [0.2460, -0.4539, 0.0759], [0.1163, 1.5049, 0.1571], [-1.9696, -0.4858, 0.4155], [0.8077, -1.7765, 0.0177], [-2.0310, 1.5809, 0.4412], [1.8240, -1.7887, -0.3886], [-3.5286, 0.7409, 0.1159]],
  "forces_ev_per_a": [[-0.07, -0.05, 0.03], [0.00, 0.12, -0.03], [0.02, 0.05, 0.02], [0.02, 0.02, 0.18], [-0.41, 0.12, 0.06], [-0.22, 0.84, -0.71], [-0.09, 0.06, 0.02], [0.98, 0.10, -0.16], [0.17, 0.11, -0.21], [-0.10, 0.04, 0.06], [-4.67, 0.01, 0.47], [-0.03, -0.23, -0.04], [3.90, -0.62, 0.24], [0.67, -0.51, -0.06], [-0.12, -0.05, -0.02], [-0.05, -0.05, 0.08], [-0.01, 0.03, 0.08]],
  "lowdin_charge": [0.107, 0.103, 0.126, 0.092, 0.039, -0.213, 0.106, -0.001, 0.069, 0.113, -0.041, 0.156, 0.074, -0.021, 0.077, 0.102, 0.112]
}

No. 6
{
  "formula": "C2H3ClSi",
  "method": "wB97M-V/def2-TZVPD",
  "fmax_ha_per_bohr": 0.084,
  "energy_ev": -22519.292,
  "e_above_lowest_kj_mol": 246.3,
  "elements": ["Si", "C", "C", "H", "Cl", "H", "H"],
  "positions_angstrom": [[1.2313, -0.4194, 0.2968], [0.1670, 1.0517, 0.2071], [-0.6869, 1.9040, 0.0568], [-1.4918, 2.5225, -0.1976], [3.0603, 0.1849, -0.3666], [-0.0034, -1.3175, -1.2676], [1.6913, -1.6785, 1.0652]],
  "forces_ev_per_a": [[-1.18, -2.18, -3.56], [-0.80, 0.48, 1.10], [1.34, -1.55, 0.13], [-0.48, 0.68, -0.07], [0.20, 0.15, -0.10], [1.97, 1.04, 2.22], [-1.06, 1.38, 0.27]],
  "lowdin_charge": [0.144, -0.369, 0.044, 0.019, 0.209, 0.014, -0.060]
}

Q: Which formula does entry 3 have?
A: CH6O2